Record 1
88
Properties=species:S:1:pos:R:3:forces:R:3:mulliken_charge:R:1 method="wB97M-V/def2-TZVPD" spin_multiplicity=2 gap_ev="7.58 / 7.64" homo_energy_ev="-5.6 / -5.7" lumo_ev="2.0 / 1.9" max_force_ha_per_bohr=0.040 total_charge=-1 s_squared=0.753 e_above_lowest_ev=1.533
Ti 0.08745 0.18489 0.53183 -0.59 -1.64 -1.12 -0.2924
N -2.00453 -1.10652 2.81765 0.05 0.34 -0.14 0.0967
C -2.39573 -1.31105 1.50978 0.15 -0.02 0.16 0.1087
N -3.47434 -1.96270 1.17182 -0.55 -0.24 -0.53 -0.6440
N -3.44092 -1.98647 -0.19308 0.27 0.18 0.44 -0.8125
N -2.39338 -1.39818 -0.63062 -0.06 0.17 0.57 -0.2327
N -1.68380 -0.91125 0.45400 -0.07 -0.41 -0.43 0.8640
C -0.66138 -1.22149 3.12076 0.04 -0.08 -0.25 0.2525
N -0.18812 -1.66817 4.24547 0.61 -0.25 0.59 -0.6357
N 1.17722 -1.66713 4.06759 -0.60 0.25 -0.51 -0.6983
N 1.47763 -1.24581 2.89773 -0.80 -0.04 0.24 -0.3457
N 0.29989 -0.93932 2.23711 0.89 -0.01 0.48 1.2939
H -2.63560 -1.47225 3.50748 -0.04 -0.16 0.09 0.3239
O 0.76924 1.48667 3.77561 0.08 -0.30 0.11 -0.6196
S 0.22251 2.37895 2.80938 -0.13 0.16 0.26 0.9743
O 1.15707 3.22506 2.10995 0.00 0.04 -0.32 -0.6507
N -0.81755 1.59884 1.72360 0.05 1.21 1.39 0.4686
C -2.07989 2.09104 1.83519 0.58 0.50 0.23 0.4727
S -3.32611 1.81548 0.82708 -0.46 -0.19 -0.47 -0.4192
C -2.20191 3.08502 2.96494 -0.09 -0.57 -0.53 0.0970
C -3.34438 3.70279 3.40915 -0.64 0.33 0.27 -0.9034
C -3.25077 4.58862 4.47688 -0.24 -0.12 -0.21 -0.5365
C -2.02549 4.86797 5.07084 0.03 0.14 0.14 -0.5342
C -0.87478 4.25368 4.61491 0.31 -0.10 -0.10 -0.8472
C -1.01077 3.36240 3.56335 0.44 0.10 0.21 0.4697
H -4.28454 3.48122 2.92015 -0.02 0.03 0.06 0.4433
H -4.14499 5.06907 4.85353 0.00 0.00 -0.03 0.3825
H -1.97026 5.57146 5.89457 -0.02 -0.06 -0.05 0.3885
H 0.09354 4.46002 5.05784 -0.08 -0.07 -0.04 0.4782
F 2.32077 0.45423 0.82434 -0.06 -0.05 -0.09 -0.3911
P 3.02233 -0.69137 -0.18372 0.17 0.06 -0.87 1.6861
F 3.58156 -1.49068 1.02273 0.03 -0.16 0.44 -0.3246
F 4.34834 0.18559 -0.31480 0.17 0.04 0.30 -0.4539
F 3.52079 -1.80578 -1.21657 -0.05 -0.15 0.00 -0.4373
F 1.51785 -1.47286 -0.06161 0.41 0.29 -0.17 -0.3810
F 2.42152 0.14307 -1.42962 -0.31 0.15 -0.23 -0.3470
C 3.27920 3.55406 -1.83651 -0.02 -0.05 0.07 -1.0929
C 2.30968 3.84824 -0.68516 0.03 -0.33 -0.18 -0.5820
C 1.25809 2.83768 -0.60596 0.88 1.19 -0.12 0.3021
N 0.44069 2.05107 -0.55302 -0.43 -0.28 0.03 0.1278
H 4.05235 4.32112 -1.87092 -0.02 -0.01 0.01 0.4224
H 2.75714 3.54195 -2.79356 0.01 0.01 0.01 0.2922
H 3.75229 2.58309 -1.68661 -0.01 0.03 -0.03 0.2248
H 1.82708 4.81708 -0.78978 -0.06 0.10 0.00 0.4269
H 2.81552 3.83375 0.27865 -0.03 -0.02 0.10 0.2487
C 0.44131 -0.78435 -8.34196 0.04 0.00 -0.04 -1.9555
C 0.00752 -0.55125 -6.88248 -0.09 0.03 -0.08 2.3098
C 0.84235 0.62178 -6.34510 0.01 -0.01 0.00 -1.5383
C -1.47484 -0.16057 -6.92379 -0.02 0.07 -0.03 -1.8166
C 0.21041 -1.86818 -6.05900 0.03 0.20 0.09 2.1823
O -0.38707 -2.95984 -6.79126 0.06 0.09 0.02 -0.7489
C 1.70505 -2.21269 -5.88787 -0.05 -0.13 0.11 -1.8800
C 2.55108 -1.54645 -4.78540 0.01 -0.03 0.01 0.4541
C 3.99294 -1.37155 -5.20372 -0.06 -0.01 0.01 -0.4239
C 4.74257 -2.44082 -5.68991 0.05 -0.06 -0.02 -0.0596
C 6.05947 -2.27328 -6.09505 -0.03 -0.05 0.00 -0.9127
C 6.63779 -1.01694 -6.01036 0.03 -0.01 -0.02 0.3771
Cl 8.28966 -0.79123 -6.53825 -0.13 -0.02 0.06 -0.2399
C 5.92607 0.05768 -5.51102 0.01 0.11 0.04 -0.9038
C 4.60766 -0.12899 -5.11303 0.05 0.06 0.05 -0.0792
C -0.65427 -2.00088 -4.77193 0.07 0.13 0.19 -3.1372
N -0.58833 -1.04129 -3.66808 0.09 -0.08 -0.65 1.0549
C -0.05911 -1.20874 -2.45547 -0.10 -0.21 -0.12 -0.4411
N -0.30754 -0.15685 -1.71508 0.32 0.44 -0.04 1.1341
C -1.01648 0.65709 -2.54266 -0.27 -0.02 0.26 -1.3248
N -1.23281 0.15736 -3.73027 0.36 -0.28 0.13 -0.8507
H 0.41452 0.17137 -8.87357 -0.01 -0.09 0.04 0.4567
H -0.24001 -1.46406 -8.86196 0.05 0.06 0.04 0.4979
H 1.46168 -1.16971 -8.42890 -0.08 0.07 -0.04 0.3287
H 0.61638 1.51262 -6.94135 0.02 -0.08 0.06 0.5813
H 1.91814 0.42762 -6.43801 -0.18 0.06 -0.02 0.2903
H 0.61111 0.85812 -5.30460 0.00 -0.04 -0.07 0.0580
H -1.60235 0.68786 -7.60491 0.00 -0.08 0.04 0.4944
H -1.84617 0.13913 -5.94493 0.02 0.00 -0.09 0.2645
H -2.07879 -0.99064 -7.30054 0.03 0.05 0.02 0.3732
H 0.15341 -3.12712 -7.56892 0.03 -0.01 -0.02 0.5433
H 2.19411 -2.01291 -6.84380 -0.03 -0.06 0.00 0.4654
H 1.73752 -3.29663 -5.75155 0.04 -0.01 0.02 0.4502
H 2.53417 -2.15871 -3.88620 -0.08 -0.03 0.20 0.3403
H 2.16276 -0.57202 -4.50596 -0.08 0.01 0.09 0.0161
H 4.29747 -3.43031 -5.74389 0.03 0.08 -0.02 0.4328
H 6.63801 -3.10977 -6.46804 -0.04 0.05 0.02 0.4029
H 6.40006 1.02875 -5.42455 -0.05 -0.08 -0.03 0.3954
H 4.04993 0.70682 -4.70146 0.05 -0.03 -0.05 0.4855
H -0.43689 -2.97783 -4.34577 0.05 -0.05 0.03 0.4653
H -1.68697 -2.02160 -5.10544 -0.08 -0.03 0.03 0.5606
H 0.44680 -2.10311 -2.13235 0.07 0.03 -0.04 0.5833
H -1.42452 1.60574 -2.23336 0.05 -0.04 0.01 0.6505

Record 2
78
Properties=species:S:1:pos:R:3:forces:R:3:mulliken_charge:R:1 method="wB97M-V/def2-TZVPD" spin_multiplicity=2 gap_ev="5.17 / 5.21" homo_energy_ev="-12.8 / -12.8" lumo_ev="-7.6 / -7.6" max_force_ha_per_bohr=0.072 total_charge=+2 s_squared=0.796 e_above_lowest_ev=5.378
Ir -0.11870 -0.32590 -0.15780 0.43 -1.52 1.12 1.2869
Cl 0.54820 -2.00500 6.55780 -0.04 0.09 -0.15 -0.1136
C 0.82750 -1.91960 4.88110 -0.83 1.68 -0.09 -0.0592
C 0.41660 -0.81470 4.16430 0.43 -0.47 1.62 -0.3616
C 0.61100 -0.73640 2.77960 -0.91 1.77 -1.26 0.5505
N 0.20840 0.31110 2.01620 0.39 -3.49 -1.22 -0.0554
C 0.29950 1.56190 2.56320 -0.82 2.83 0.97 0.1813
O 1.10050 1.84290 3.43250 -0.02 -0.69 -0.42 -0.5426
C -0.65280 2.61010 2.06340 0.26 1.37 0.49 0.2830
C -0.46190 3.92410 2.49890 0.28 -0.50 0.09 -0.4762
C -1.39080 4.87580 2.12140 -0.09 0.27 0.00 -0.3622
C -2.47360 4.50860 1.34000 0.09 -0.31 0.04 -0.7324
C -2.59200 3.16920 0.97020 -0.35 0.97 0.09 -0.2827
N -1.68990 2.29450 1.32760 0.22 -2.19 -0.20 -0.2049
C 1.23590 -1.84760 2.10640 -0.23 -0.40 -2.07 0.3818
C 1.66460 -2.95490 2.85350 0.37 -0.80 1.17 -0.6314
C 1.46360 -3.00570 4.21730 0.58 -0.68 -1.56 -0.0446
Cl 1.92740 -4.37920 5.10510 0.04 0.07 -0.16 -0.1150
N 1.28700 -1.76450 0.76550 -1.27 2.91 1.70 -0.0958
C 2.03680 -2.59050 -0.02070 0.83 -1.25 -1.28 -0.0345
O 3.09140 -3.11000 0.26720 -0.64 0.45 0.06 -0.5629
C 1.35320 -2.82870 -1.33910 0.30 -0.40 -0.17 0.6948
C 1.93230 -3.65180 -2.29640 -0.03 0.14 0.29 -0.5456
C 1.20100 -3.96200 -3.43080 -0.19 0.14 0.14 -0.4245
C -0.08620 -3.45810 -3.54190 0.07 -0.15 0.16 -0.5496
C -0.58110 -2.63120 -2.54240 -0.23 -0.26 -0.35 -0.4129
N 0.13060 -2.31560 -1.47600 -0.34 0.90 0.30 -0.4168
H -0.07650 -0.00490 4.67910 0.01 0.01 0.03 0.6094
H 0.38560 4.14130 3.13070 0.00 0.20 0.02 0.4735
H -1.28410 5.89940 2.45190 0.06 0.05 -0.01 0.4342
H -3.21680 5.22170 1.02330 -0.07 0.13 0.02 0.4142
H -3.41320 2.81630 0.35980 0.09 0.03 0.13 0.6417
H 2.14980 -3.77750 2.34980 -0.03 -0.03 0.07 0.6202
H 2.92500 -4.03780 -2.11800 0.04 -0.02 0.00 0.5095
H 1.62770 -4.58640 -4.19990 0.01 -0.09 -0.06 0.4987
H -0.71410 -3.70050 -4.38360 -0.07 -0.01 -0.11 0.4774
H -1.57940 -2.22220 -2.59640 -0.08 0.12 -0.01 0.5500
C -2.13210 2.64230 -7.35950 -0.13 -0.19 0.13 -1.0501
C -2.81830 1.55890 -6.53280 -0.10 0.28 -0.56 -0.8356
N -1.97700 1.08750 -5.44120 -0.11 -0.04 0.40 0.1273
C -2.30970 1.41530 -4.18130 0.22 -0.04 0.17 -0.0003
C -1.58980 1.07130 -3.07720 0.17 -0.11 0.72 -0.2539
C -2.26040 1.32990 -1.73080 0.36 0.94 -1.65 0.1660
O -3.08480 2.22410 -1.68180 -0.21 -0.35 -0.03 -0.6804
O -1.96090 0.52090 -0.80220 1.36 -1.33 1.75 -0.6329
C -0.30740 0.45570 -3.19700 -0.72 0.34 -0.41 1.3948
O 0.50990 0.28230 -2.26250 0.26 -0.50 0.39 -0.9872
C -0.02150 -0.01310 -4.55180 0.15 0.10 -0.20 0.8681
C 1.07240 -0.85690 -4.76960 -0.10 0.00 -0.43 -1.0165
C 1.25130 -1.47900 -5.97940 -0.09 0.20 0.30 0.2777
F 2.28620 -2.33800 -6.11040 0.02 0.05 -0.10 -0.4530
C 0.37340 -1.26820 -7.06070 -0.27 0.36 0.58 -1.2496
C -0.65110 -0.34920 -6.86520 0.13 -0.06 -0.04 -0.0926
C -0.88300 0.27470 -5.63530 0.49 -0.26 0.13 -0.0610
N 0.42780 -1.97280 -8.26190 0.10 -0.30 -0.24 0.2372
C 0.26780 -1.31870 -9.54070 0.01 0.06 -0.15 -0.7584
C -0.78760 -2.09560 -10.35470 0.13 0.90 -0.14 -0.7678
N -0.75650 -3.51240 -9.89260 -0.41 -0.39 0.05 -0.0990
C 0.63590 -3.96500 -9.63590 0.74 -0.24 0.16 -0.7175
C 1.16170 -3.21880 -8.39210 0.16 -0.08 0.18 -0.6467
H -2.81290 2.98910 -8.13140 -0.03 0.07 -0.09 0.4112
H -1.22450 2.27760 -7.83330 0.11 -0.02 -0.05 0.2929
H -1.87080 3.48500 -6.72540 0.03 0.10 0.03 0.3492
H -3.11160 0.71150 -7.15850 -0.05 0.04 0.10 0.4054
H -3.73000 1.96920 -6.09480 0.12 -0.18 0.02 0.3737
H -3.21690 1.98300 -4.03210 -0.08 0.05 -0.04 0.5587
H 1.76070 -1.02850 -3.95640 0.09 -0.09 0.05 0.7694
H -1.32290 -0.15630 -7.68270 -0.15 -0.02 -0.12 0.5589
H 1.22480 -1.31630 -10.07790 -0.06 0.07 0.00 0.3471
H -0.03040 -0.28070 -9.41590 -0.03 -0.05 -0.06 0.5098
H -0.55810 -2.04850 -11.41980 -0.05 -0.23 0.05 0.3861
H -1.79480 -1.70250 -10.20370 0.07 -0.17 0.05 0.4160
H -1.23500 -4.12460 -10.56250 0.09 0.12 0.17 0.3577
H -1.25360 -3.56600 -8.99440 -0.02 0.01 -0.28 0.3755
H 1.23690 -3.75420 -10.52330 -0.21 0.02 0.04 0.3398
H 0.64950 -5.04360 -9.46550 -0.11 0.15 -0.10 0.3957
H 2.24510 -3.06910 -8.48810 -0.13 -0.10 -0.07 0.4058
H 0.99010 -3.81920 -7.49730 0.02 0.00 -0.08 0.3960